# 1
{"formula": "C3H4Br2ClF", "method": "ωB97M-V/def2-TZVPD", "lumo_ev": [-0.202, -0.415], "de_lowest_ev": 3.204, "homo_ev": [-8.73, -8.07], "multiplicity": 1, "elements": ["F", "H", "Cl", "H", "H", "C", "C", "C", "Br", "Br", "H"], "coordinates": [[-0.716668, 0.650942, -1.489407], [1.044834, -0.383575, -0.907899], [3.129102, 0.630265, -0.180171], [-2.259076, -0.108798, 1.299208], [-0.502906, -0.111170, 1.207535], [-1.379427, 0.953998, -0.419832], [1.989479, -0.524713, -0.420542], [-1.409556, -0.260571, 0.515699], [2.254704, -2.273445, 0.144184], [-0.756184, 2.548505, 0.391905], [-1.394305, -1.121434, -0.140679]], "atomic_forces_ev_per_a": [[0.852, -0.020, -2.256], [0.192, 0.472, -0.133], [0.651, 0.856, 0.085], [1.064, -0.840, -1.783], [-0.861, -0.871, -1.245], [-0.494, -0.729, 2.576], [-0.817, -1.292, -0.045], [-0.359, 2.675, 2.209], [0.151, -0.085, 0.106], [-0.155, 0.326, -0.101], [-0.223, -0.491, 0.586]]}

=====

# 2
{"formula": "C3H4Br6Si", "method": "ωB97M-V/def2-TZVPD", "lumo_ev": [-1.506, -0.777], "de_lowest_ev": 3.930, "homo_ev": [-8.40, -8.92], "multiplicity": 1, "elements": ["Br", "Br", "H", "Br", "Br", "C", "H", "C", "Si", "H", "C", "Br", "Br", "H"], "coordinates": [[0.895106, -0.687214, -3.738065], [-0.465185, 3.634294, 1.493689], [0.310717, -2.928411, -0.181926], [-1.413470, 0.624519, 1.467322], [0.572265, 1.575107, 3.744319], [-0.072165, 1.854058, 1.949606], [0.020426, -2.006935, 1.158862], [0.393938, -1.839549, 0.208023], [0.052017, 0.298900, -1.799631], [1.440998, -1.354536, 0.461644], [-0.512572, -1.068676, -0.636186], [-1.454625, 1.740047, -2.375326], [1.791852, 1.381567, -0.870448], [-1.559301, -1.223169, -0.881884]], "atomic_forces_ev_per_a": [[-0.508, 0.583, 1.010], [0.255, -0.145, -0.026], [1.242, 1.470, 0.282], [0.054, 0.482, 0.317], [-0.016, 0.156, -0.827], [-0.572, -0.027, 1.050], [-1.200, -0.030, 2.165], [1.557, -1.223, -0.943], [1.485, -1.530, 0.100], [-1.883, -1.256, -1.351], [0.388, 2.376, -2.098], [-0.410, 0.191, -0.078], [-0.374, -0.213, -0.262], [-0.020, -0.834, 0.661]]}

=====

# 3
{"formula": "C3H4BrClO2S", "method": "ωB97M-V/def2-TZVPD", "lumo_ev": [-1.640, -3.077], "de_lowest_ev": 3.314, "homo_ev": [-9.88, -8.86], "multiplicity": 1, "elements": ["C", "H", "Br", "O", "S", "C", "H", "H", "H", "C", "Cl", "O"], "coordinates": [[-1.163867, 0.032667, 0.005320], [-3.098177, -0.693925, -1.000433], [1.154141, -1.893048, 0.156606], [3.156476, 1.350077, -1.488646], [2.670312, 0.957403, -0.204720], [-2.523976, -0.719423, -0.033358], [-2.340706, -1.779750, 0.050050], [-1.134315, 1.113638, 0.092020], [-3.286583, -0.327103, 0.827263], [0.041726, -0.515914, 0.116542], [3.202602, 2.608695, 0.957357], [3.322369, -0.133321, 0.522000]], "atomic_forces_ev_per_a": [[0.532, -0.975, 0.386], [0.807, 0.757, 0.725], [-0.546, -0.608, 0.072], [-0.073, -0.226, -0.978], [0.303, -0.565, 1.417], [-1.310, 0.948, 0.822], [0.066, -0.312, 0.630], [-0.281, 0.102, -0.222], [2.084, -1.002, -2.028], [-0.948, 1.033, -0.502], [-0.321, 0.288, 0.365], [-0.314, 0.560, -0.687]]}

=====

# 4
{"formula": "C3H4BrF", "method": "ωB97M-V/def2-TZVPD", "lumo_ev": 0.585, "de_lowest_ev": 1.538, "smiles": "C=C(Br)CF", "homo_ev": -10.00, "multiplicity": 1, "elements": ["Br", "C", "H", "C", "H", "H", "H", "F", "C"], "coordinates": [[1.315396, 1.464982, -1.459876], [-1.071939, 0.228971, -0.196928], [-1.418758, -0.051085, -1.189561], [1.203510, -0.601322, 0.544567], [2.265866, -0.725856, 0.645477], [-1.369988, 1.251875, 0.032547], [0.589239, -1.222723, 1.180540], [-2.097871, -0.580059, 0.715064], [0.584545, 0.235217, -0.271831]], "atomic_forces_ev_per_a": [[-0.192, -0.023, -0.024], [-0.565, 0.356, -0.231], [-0.105, -0.035, 0.146], [0.188, 0.193, -0.222], [0.302, 0.165, -0.178], [-0.060, -0.184, 0.018], [-0.089, -0.041, 0.016], [3.638, 1.405, -1.698], [-3.117, -1.836, 2.174]]}

=====

# 5
{"formula": "C3H4BrF", "method": "ωB97M-V/def2-TZVPD", "lumo_ev": [0.861, -0.569], "de_lowest_ev": 0.000, "homo_ev": [-7.31, -10.76], "multiplicity": 3, "elements": ["C", "H", "H", "Br", "H", "F", "H", "C", "C"], "coordinates": [[0.431714, -0.177781, 0.007140], [0.944087, -0.410668, -0.854947], [1.099855, -0.441939, 0.859843], [-1.428736, -1.108983, 1.945547], [-0.674460, 1.993150, 0.650928], [-0.499940, 1.388459, -1.376536], [-1.396566, -1.189370, -0.712401], [-0.133888, 1.224944, -0.058864], [-0.800239, -0.941940, 0.162764]], "atomic_forces_ev_per_a": [[-1.106, 1.129, 3.660], [0.947, -0.257, -2.177], [-0.381, 0.783, -0.412], [-0.070, -0.013, -1.026], [1.349, -2.168, -1.336], [-0.239, 0.433, 0.712], [-0.295, -0.122, 0.671], [0.472, 2.416, -0.333], [-0.677, -2.201, 0.241]]}

=====

# 6
{"formula": "C3H4BrF3O", "method": "ωB97M-V/def2-TZVPD", "lumo_ev": 0.019, "de_lowest_ev": 3.055, "homo_ev": -9.43, "multiplicity": 1, "elements": ["O", "H", "Br", "C", "H", "F", "H", "F", "C", "F", "H", "C"], "coordinates": [[0.603450, 1.385578, 1.075219], [-0.061474, 1.848251, 0.453679], [3.255053, 0.357054, -0.051297], [1.177303, 0.253961, 0.461029], [0.667635, -1.221511, -1.125409], [-1.952022, 0.524049, 0.670591], [-1.617018, -1.414206, 0.818919], [0.205970, 0.529880, -1.791594], [0.424401, -0.288138, -0.770315], [-2.352447, -0.845137, -1.061034], [1.300830, -0.494757, 1.274007], [-1.651680, -0.635028, 0.046209]], "atomic_forces_ev_per_a": [[-0.274, -0.020, -2.279], [1.748, -1.109, 1.179], [-1.377, 0.372, 0.173], [-0.620, 0.037, 0.192], [0.874, -2.122, -0.455], [-0.614, -0.247, -0.716], [-0.358, -0.194, -0.735], [0.081, 0.948, -0.171], [-3.144, 0.971, 3.587], [-0.260, 0.109, 0.692], [-0.220, 0.333, -0.964], [4.163, 0.922, -0.502]]}

=====

# 7
{"formula": "C3H4BrIO", "method": "ωB97M-V/def2-TZVPD", "lumo_ev": [-1.446, -3.645], "de_lowest_ev": 1.688, "homo_ev": [-10.09, -9.12], "multiplicity": 1, "elements": ["H", "H", "C", "H", "C", "O", "I", "Br", "H", "C"], "coordinates": [[0.056519, -1.938710, -0.452212], [-0.672719, 0.778844, 1.005854], [-0.203687, 1.046472, -0.051709], [-0.015038, 2.107531, -0.042306], [0.874356, -1.318168, 0.006437], [2.114500, 0.616337, 0.204947], [-4.618829, 0.077897, 0.029480], [2.468526, -2.353535, 0.007405], [-1.018208, 0.820921, -0.694114], [1.014576, 0.162408, -0.013785]], "atomic_forces_ev_per_a": [[0.602, 1.100, 0.797], [0.749, 0.767, -1.812], [-1.047, -1.046, 3.230], [0.503, 0.132, -0.112], [-0.118, -0.993, -1.494], [0.402, 0.525, -0.177], [0.017, 0.001, 0.000], [-0.823, 0.632, 0.211], [-0.366, -0.498, -1.006], [0.080, -0.618, 0.363]]}

=====

# 8
{"formula": "C3H4BrN", "method": "ωB97M-V/def2-TZVPD", "lumo_ev": [0.541, -3.564], "de_lowest_ev": 0.946, "homo_ev": [-7.04, -9.75], "multiplicity": 3, "elements": ["C", "H", "N", "H", "H", "C", "H", "Br", "C"], "coordinates": [[0.204782, 0.325687, -0.251397], [0.514627, 2.330991, -0.533922], [-0.007880, -2.026046, -0.135331], [-0.460005, -2.898390, 0.063032], [-1.033187, -0.630792, 1.040196], [-0.128733, 1.578303, -0.167321], [-1.252353, 1.903100, -0.073399], [2.572657, 0.332305, -0.174461], [-0.409907, -0.915160, 0.232604]], "atomic_forces_ev_per_a": [[-0.671, -1.641, 0.488], [0.729, 0.931, -0.165], [0.859, -1.319, -2.115], [-0.427, 0.000, 1.061], [-1.558, -0.461, 1.091], [-3.340, 0.859, -0.742], [2.023, -0.494, 0.386], [1.498, -0.014, 0.114], [0.887, 2.139, -0.117]]}

=====

# 9
{"formula": "C3H4BrNO", "method": "ωB97M-V/def2-TZVPD", "lumo_ev": -0.163, "de_lowest_ev": 3.594, "homo_ev": -9.18, "multiplicity": 1, "elements": ["H", "H", "O", "H", "Br", "H", "C", "C", "C", "N"], "coordinates": [[1.523491, 0.050771, 0.541262], [-2.120932, -0.139832, -0.213930], [-0.204207, 2.179319, 0.554663], [1.538055, 0.560218, -1.102547], [0.823585, -2.567316, -0.421892], [-1.199332, -0.367661, 1.303500], [0.911782, 0.182363, -0.312401], [-1.219782, -0.001045, 0.306077], [-0.175546, 1.061864, 0.188832], [0.122887, -0.958682, -0.843563]], "atomic_forces_ev_per_a": [[0.860, -0.816, 1.044], [-1.107, 0.408, -0.611], [-0.038, 1.777, 0.398], [0.431, 0.486, -0.253], [0.321, -1.128, 0.588], [-0.128, -0.723, 0.794], [0.400, 0.294, -1.693], [2.384, -2.168, -1.526], [-0.423, -1.470, -0.962], [-2.701, 3.341, 2.221]]}

=====

# 10
{"formula": "C3H4BrNO", "method": "ωB97M-V/def2-TZVPD", "lumo_ev": 0.702, "de_lowest_ev": 2.905, "homo_ev": -9.18, "multiplicity": 1, "elements": ["H", "C", "H", "C", "N", "O", "H", "C", "Br", "H"], "coordinates": [[2.492339, -0.695660, -0.347399], [-1.014396, 1.700286, 0.679837], [-1.283432, 1.482976, 1.583946], [1.436190, -0.741922, -0.648627], [-1.295761, 0.925264, -0.281958], [0.481837, -2.784806, 0.290776], [-0.227848, 2.444652, 0.405604], [0.871710, -1.822757, -0.207023], [-2.447598, -0.377030, -0.101549], [0.986959, -0.130999, -1.373609]], "atomic_forces_ev_per_a": [[-0.526, 0.313, -0.298], [2.707, 0.421, -5.764], [-1.800, -0.569, 5.603], [1.370, -0.305, 0.415], [1.717, 2.713, -1.124], [-0.531, -0.623, 0.129], [-0.876, -0.372, 0.608], [0.143, -0.206, 0.400], [-1.811, -2.125, 0.665], [-0.394, 0.754, -0.634]]}

=====

What did the fifth record say?
{"formula": "C3H4BrF", "method": "ωB97M-V/def2-TZVPD", "lumo_ev": [0.861, -0.569], "de_lowest_ev": 0.000, "homo_ev": [-7.31, -10.76], "multiplicity": 3, "elements": ["C", "H", "H", "Br", "H", "F", "H", "C", "C"], "coordinates": [[0.431714, -0.177781, 0.007140], [0.944087, -0.410668, -0.854947], [1.099855, -0.441939, 0.859843], [-1.428736, -1.108983, 1.945547], [-0.674460, 1.993150, 0.650928], [-0.499940, 1.388459, -1.376536], [-1.396566, -1.189370, -0.712401], [-0.133888, 1.224944, -0.058864], [-0.800239, -0.941940, 0.162764]], "atomic_forces_ev_per_a": [[-1.106, 1.129, 3.660], [0.947, -0.257, -2.177], [-0.381, 0.783, -0.412], [-0.070, -0.013, -1.026], [1.349, -2.168, -1.336], [-0.239, 0.433, 0.712], [-0.295, -0.122, 0.671], [0.472, 2.416, -0.333], [-0.677, -2.201, 0.241]]}

=====

What did the third record say?
{"formula": "C3H4BrClO2S", "method": "ωB97M-V/def2-TZVPD", "lumo_ev": [-1.640, -3.077], "de_lowest_ev": 3.314, "homo_ev": [-9.88, -8.86], "multiplicity": 1, "elements": ["C", "H", "Br", "O", "S", "C", "H", "H", "H", "C", "Cl", "O"], "coordinates": [[-1.163867, 0.032667, 0.005320], [-3.098177, -0.693925, -1.000433], [1.154141, -1.893048, 0.156606], [3.156476, 1.350077, -1.488646], [2.670312, 0.957403, -0.204720], [-2.523976, -0.719423, -0.033358], [-2.340706, -1.779750, 0.050050], [-1.134315, 1.113638, 0.092020], [-3.286583, -0.327103, 0.827263], [0.041726, -0.515914, 0.116542], [3.202602, 2.608695, 0.957357], [3.322369, -0.133321, 0.522000]], "atomic_forces_ev_per_a": [[0.532, -0.975, 0.386], [0.807, 0.757, 0.725], [-0.546, -0.608, 0.072], [-0.073, -0.226, -0.978], [0.303, -0.565, 1.417], [-1.310, 0.948, 0.822], [0.066, -0.312, 0.630], [-0.281, 0.102, -0.222], [2.084, -1.002, -2.028], [-0.948, 1.033, -0.502], [-0.321, 0.288, 0.365], [-0.314, 0.560, -0.687]]}